[1]
Molecular formula: C43H61BCl2F4IN3O3PSi
Method: DFT, ωB97M-V/def2-TZVPD

Geometry as XYZ:
```
120
Properties=species:S:1:pos:R:3:forces:R:3
C 6.23233 0.86929 4.52707 -0.37 0.15 -0.16
C 4.79051 1.09868 4.03759 0.16 0.00 -0.05
C 4.72675 1.16384 2.52186 0.04 0.15 0.01
O 3.40345 1.36010 2.04119 -0.13 0.11 -0.02
C 2.67982 0.17484 1.87597 0.41 -0.11 0.07
C 1.37843 0.41625 1.11625 -1.04 -0.99 -0.47
P 1.90102 0.57883 -0.66110 0.72 0.55 -0.11
O 3.25257 1.13491 -0.87103 0.22 0.10 0.07
C 0.64904 -0.97180 1.24062 0.37 0.54 -0.08
C -0.85106 -1.05897 1.00444 -0.11 0.04 0.26
Si -1.44380 -1.35126 -0.81680 -0.07 -0.17 -1.06
C -1.46819 0.13057 -1.97596 -0.02 0.08 0.04
C -0.26503 -2.65378 -1.50186 -0.15 0.03 0.44
C -3.13580 -2.13070 -0.92427 0.11 0.07 0.60
N -1.58973 0.00855 1.83187 0.10 -1.21 0.56
I -1.24326 -0.45090 3.93205 0.43 0.50 0.23
C -3.05255 -0.15360 1.71878 -0.52 0.26 -0.21
Cl -3.62662 -1.67525 2.31652 0.03 -0.11 -0.27
C -4.01007 0.68501 1.29145 0.38 0.27 0.03
C -5.47405 0.35496 1.35185 0.02 0.20 0.11
Cl -3.71248 2.26651 0.66143 -0.15 0.03 -0.13
C -1.03555 1.35553 1.52691 -0.02 0.56 -0.38
C 0.49312 1.61787 1.59763 0.30 0.14 0.42
N 0.55404 2.80566 0.76065 -0.01 0.00 0.27
C 1.74417 3.64861 0.69750 -0.06 0.93 -0.74
C 1.37497 5.14246 0.66398 0.09 -0.25 0.67
B 0.83542 2.16721 3.10992 -0.08 0.02 0.07
O 1.42038 1.36818 4.08389 -0.05 0.13 -0.40
N 0.42704 3.52572 3.45682 0.34 -0.12 0.60
C 1.55243 4.19856 4.15165 -0.35 -0.29 -0.20
C -0.76667 3.49772 4.33184 -0.21 0.06 -0.64
H 6.61629 1.76240 5.00768 0.13 0.03 0.11
H 6.27918 0.04376 5.22749 0.13 -0.07 0.10
H 6.88202 0.65052 3.68263 0.13 -0.12 -0.02
H 4.42256 2.05202 4.41900 -0.11 0.07 0.13
H 4.12792 0.31497 4.40966 -0.01 -0.10 0.01
H 5.16164 0.27030 2.06957 0.00 -0.11 -0.06
H 5.29740 2.02066 2.17087 0.10 0.05 -0.07
H 2.46386 -0.26956 2.84747 -0.18 -0.09 0.06
H 3.26599 -0.57773 1.32908 0.15 0.12 -0.13
H 1.81484 -0.72056 -1.19663 -0.34 -0.09 0.15
H 0.92456 1.30694 -1.35903 -0.22 -0.31 0.04
H 1.11593 -1.65486 0.53376 -0.04 -0.17 0.00
H 0.90336 -1.38768 2.21567 -0.20 0.04 0.18
H -1.13034 -2.00105 1.48112 -0.22 -0.08 -0.13
H -1.19076 1.10611 -1.58528 -0.02 0.06 0.09
H -0.80992 -0.06580 -2.82238 0.10 -0.01 -0.03
H -2.47149 0.22983 -2.39092 -0.12 0.00 0.04
H 0.22889 -3.21996 -0.71176 0.18 -0.04 -0.04
H 0.47629 -2.23233 -2.17375 0.18 0.00 0.00
H -0.84581 -3.38309 -2.06384 -0.10 0.03 -0.12
H -3.93039 -1.40257 -0.77893 -0.16 -0.05 -0.05
H -3.24465 -2.57387 -1.91077 0.00 0.10 -0.20
H -3.25193 -2.93380 -0.19849 -0.08 -0.08 0.02
H -6.06253 1.23464 1.11744 0.04 0.10 -0.10
H -5.74008 -0.42409 0.64147 0.02 -0.20 0.04
H -5.73952 0.05629 2.36357 -0.03 -0.25 -0.01
H -1.34599 1.57391 0.50833 -0.01 -0.28 -0.09
H -1.53672 2.09419 2.14384 -0.04 -0.06 0.13
H 0.15721 2.67458 -0.15682 0.01 -0.03 -0.05
H 2.30211 3.43360 -0.21578 0.15 -0.22 0.05
H 2.44141 3.47861 1.50740 -0.11 -0.40 0.19
H 0.34403 5.27613 0.35144 -0.03 0.07 -0.31
H 2.06232 5.70593 0.04094 -0.05 0.05 -0.21
H 1.43963 5.56077 1.66779 -0.09 0.05 0.05
H 2.37258 1.50254 4.09550 0.28 -0.08 0.25
H 2.49699 3.91777 3.68502 0.10 0.09 -0.06
H 1.44018 5.27458 4.05589 0.00 0.14 0.09
H 1.60435 3.91913 5.20464 0.07 0.04 0.15
H -0.92593 2.53016 4.81561 0.11 0.00 0.24
H -1.66460 3.71866 3.75154 -0.08 0.07 -0.02
H -0.68700 4.25623 5.10279 0.03 0.09 0.10
F -5.33042 -0.75618 -2.90851 0.07 -0.07 -0.03
C -6.60162 -0.29353 -2.97652 -0.06 0.07 0.01
C -7.50742 -0.91797 -3.80630 0.04 -0.13 -0.07
C -8.80354 -0.42537 -3.85453 0.01 0.06 0.05
C -9.16798 0.67309 -3.08738 -0.03 0.00 -0.01
C -8.23355 1.28418 -2.26395 -0.02 -0.05 -0.04
C -6.93593 0.79624 -2.20359 0.03 0.14 0.15
H -7.20049 -1.76817 -4.40000 0.01 0.00 0.01
H -9.53143 -0.90240 -4.49591 0.00 -0.01 -0.02
H -10.17889 1.05314 -3.13406 -0.01 0.00 0.00
H -8.51267 2.14415 -1.67039 0.00 0.01 0.01
H -6.18654 1.25565 -1.57123 0.02 0.02 -0.04
F 2.18288 1.46460 -5.39652 0.00 -0.01 0.01
C 3.38780 0.85484 -5.28481 0.05 -0.05 0.01
C 4.00893 0.39097 -6.42551 -0.07 0.01 -0.14
C 5.24044 -0.23456 -6.29867 0.05 0.01 0.16
C 5.82084 -0.39160 -5.04642 0.00 -0.01 0.00
C 5.17001 0.08295 -3.91530 0.05 -0.04 -0.05
C 3.94277 0.71868 -4.02935 -0.16 0.03 0.08
H 3.53656 0.51717 -7.39066 0.00 0.01 0.01
H 5.74497 -0.59796 -7.18084 0.00 0.00 -0.05
H 6.78076 -0.88199 -4.95394 0.01 0.01 0.00
H 5.61602 -0.03438 -2.93650 -0.01 0.02 0.02
H 3.42787 1.09983 -3.15635 0.11 0.03 -0.05
F 4.91145 -1.60185 -9.16806 -0.01 -0.02 -0.05
C 4.13662 -2.68829 -8.95622 -0.06 -0.07 0.02
C 3.05463 -2.90362 -9.78424 -0.04 0.08 -0.09
C 2.26397 -4.02176 -9.56447 0.03 -0.03 0.06
C 2.55953 -4.89600 -8.52784 -0.02 -0.02 0.01
C 3.65253 -4.65320 -7.70778 -0.05 0.01 -0.04
C 4.45454 -3.54162 -7.91978 0.10 0.02 0.08
H 2.84216 -2.20723 -10.58400 0.02 0.00 0.00
H 1.41583 -4.21092 -10.20815 -0.01 0.01 -0.01
H 1.93999 -5.76668 -8.36159 0.00 -0.01 0.00
H 3.88501 -5.33228 -6.89871 0.02 -0.01 0.01
H 5.31403 -3.33622 -7.29637 0.00 0.02 0.00
F -1.25085 -0.51790 7.37244 0.04 0.00 -0.07
C -2.00156 -1.60744 7.67864 -0.03 -0.10 0.01
C -3.00164 -1.96812 6.80426 -0.07 0.03 -0.18
C -3.76610 -3.09190 7.08147 0.05 -0.02 0.11
C -3.52484 -3.82190 8.23617 0.02 -0.02 0.02
C -2.51366 -3.43213 9.10597 -0.06 0.00 -0.08
C -1.73535 -2.31714 8.82906 0.12 0.06 0.10
H -3.17287 -1.36664 5.92206 -0.12 0.00 0.00
H -4.54936 -3.39354 6.39949 -0.02 0.02 0.00
H -4.12307 -4.69429 8.45883 0.00 -0.01 0.01
H -2.32703 -4.00028 10.00651 0.01 -0.01 0.01
H -0.93790 -2.00228 9.48806 -0.01 0.01 0.00
```
Positions in Å, forces in eV/Å.

Output
* HOMO level: -10.45 eV
* HOMO-LUMO gap: 5.71 eV
* net charge: +1
* spin multiplicity: 1

Results of the Mulliken charge analysis, in e, for atoms 1 through 6: -1.3419, 0.3119, -0.9313, 0.0233, -2.9591, 2.6627

[2]
Molecular formula: C4H8N
Method: DFT, ωB97M-V/def2-TZVPD

Geometry as XYZ:
```
13
Properties=species:S:1:pos:R:3:forces:R:3
C -1.55281 -0.10723 0.41107 -0.09 0.07 0.44
C -0.89380 0.91694 -0.04760 1.43 3.47 -0.60
C -0.58618 -1.01522 -0.29480 -1.92 -1.73 0.66
C 1.52691 0.27670 0.34191 -0.43 0.46 0.20
N 0.35215 0.14934 -0.59036 -1.19 -0.61 -1.10
H -2.49268 -0.16133 0.99427 0.86 -0.29 -0.66
H -0.93871 2.03932 -0.10528 0.06 -1.43 0.17
H -0.26605 -1.92760 0.12359 1.69 -0.47 1.48
H -1.22971 -1.52185 -1.00574 0.55 0.83 -1.89
H 1.87386 1.28426 0.28662 0.29 0.79 -0.48
H 1.19446 0.21068 1.36861 -0.34 -0.59 0.09
H 2.35836 -0.37665 0.14464 -0.08 -0.55 -0.38
H 0.65420 0.23265 -1.62693 -0.82 0.05 2.07
```
Positions in Å, forces in eV/Å.

Output
* HOMO level: -15.43 eV
* HOMO-LUMO gap: 12.11 eV
* energy relative to the best compared isomer or geometry (same formula, charge and spin): 160.84 kJ/mol
* net charge: +1
* spin multiplicity: 1

Results of the Mulliken charge analysis, in e, for atoms 1 through 6: -0.0081, -0.4137, -0.6242, -0.8600, -0.0076, 0.3905